83
Properties=species:S:1:pos:R:3 method="wB97M-V/def2-TZVPD" s2=0.753 max_force_ha_per_bohr=0.0174 lumo_energy_ev="-2.3306 / -3.3519" multiplicity=2 charge=+1
Cu 0.1015 0.1651 -0.2023
S -1.3569 -0.9746 -6.4342
C -1.0469 -0.7610 -4.7133
C 0.2810 -0.7179 -4.2967
C 0.5602 -0.4871 -2.9704
N -0.3960 -0.3498 -2.0388
C -1.6742 -0.3944 -2.4421
C -2.0402 -0.5916 -3.7530
C -3.0153 -1.6122 -6.4269
C -3.2359 -2.9784 -6.3437
C -4.5475 -3.4317 -6.3604
N -5.6059 -2.6269 -6.4509
C -5.3751 -1.3186 -6.5452
C -4.1037 -0.7613 -6.5442
H 1.0901 -0.8385 -5.0043
H 1.5855 -0.4288 -2.6307
H -2.4273 -0.2605 -1.6752
H -3.0884 -0.6122 -4.0152
H -2.4087 -3.6713 -6.2705
H -4.7573 -4.4930 -6.3000
H -6.2479 -0.6819 -6.6280
H -3.9669 0.3075 -6.6423
C 0.4336 -4.3075 2.8452
C 0.7359 -3.9412 1.3977
C 0.1191 -4.9760 0.4632
C 2.2513 -3.8610 1.1788
N 0.0687 -2.6397 1.1754
N 0.3761 -2.0170 -0.0625
H 0.7867 -5.3158 3.0599
H -0.6408 -4.2692 3.0300
H 0.9280 -3.6243 3.5399
H 0.5250 -5.9663 0.6723
H 0.3354 -4.7545 -0.5855
H -0.9629 -5.0090 0.5970
H 2.7403 -4.7397 1.6005
H 2.6706 -2.9772 1.6682
H 2.5210 -3.8354 0.1198
H 0.3227 -1.9691 1.8932
H -0.1961 -2.4438 -0.7838
H 1.3565 -2.1538 -0.3247
C 1.1432 2.1714 4.9158
N 0.5730 1.3148 3.8789
C -0.8657 1.0808 4.0182
P 1.4471 1.0018 2.5429
O 0.6672 0.0469 1.6337
N 2.0032 2.3119 1.7577
C 2.7209 2.1345 0.4946
C 1.5370 3.6708 2.0025
N 2.8163 0.2222 3.0661
C 4.1204 0.8380 3.2618
C 2.6276 -0.9578 3.8996
H 0.6539 3.1473 4.9302
H 2.2114 2.3189 4.7581
H 1.0084 1.7080 5.8948
H -1.4275 2.0114 3.9738
H -1.0330 0.5977 4.9836
H -1.2211 0.4289 3.2290
H 3.0230 1.0947 0.3691
H 3.6298 2.7401 0.4943
H 2.0985 2.4342 -0.3509
H 0.8937 3.7067 2.8749
H 0.9677 4.0433 1.1481
H 2.3892 4.3350 2.1650
H 4.1966 1.7728 2.7145
H 4.9099 0.1696 2.9119
H 4.3079 1.0449 4.3220
H 1.6635 -1.4261 3.7083
H 2.6653 -0.7034 4.9650
H 3.4107 -1.6912 3.7000
C -2.1192 4.8252 1.1535
N -1.4087 4.1004 0.1056
C -1.2685 4.6204 -1.1573
C -0.5887 3.9711 -2.1067
C 0.0485 2.7064 -1.7761
O 0.8526 2.1649 -2.5294
N -0.2541 2.1346 -0.5460
C -0.9193 2.8380 0.4178
O -1.1126 2.3921 1.5456
H -2.3547 5.8182 0.7788
H -1.5000 4.9099 2.0433
H -3.0374 4.3086 1.4263
H -1.7278 5.5861 -1.3201
H -0.4433 4.3758 -3.0950


74
Properties=species:S:1:pos:R:3 method="wB97M-V/def2-TZVPD" max_force_ha_per_bohr=0.0837 lumo_energy_ev="-2.2190 / -2.2819" relative_energy_ev=5.953 charge=+1
Sc 0.1805 -0.3057 1.1431
C -0.5858 -2.3063 2.3952
C 0.7876 -2.4588 1.9838
C 0.6966 -0.8048 3.6104
C -0.6258 -1.3030 3.4117
C 1.5772 -1.5160 2.7332
C -1.7178 -3.1937 2.0261
H -1.5560 -3.6720 1.0498
H -2.6627 -2.6298 1.9890
H -1.8379 -3.9970 2.7737
C -1.7809 -1.0372 4.3094
H -2.7143 -1.4299 3.8898
H -1.9057 0.0384 4.5082
H -1.6462 -1.5249 5.2881
C 1.0790 0.1030 4.7283
H 1.0084 -0.4068 5.7017
H 0.4098 0.9762 4.7698
H 2.1112 0.4561 4.6211
C 3.0616 -1.3842 2.7179
H 3.5082 -1.8590 3.6063
H 3.3754 -0.3281 2.7079
H 3.4900 -1.8794 1.8401
C 1.3172 -3.5702 1.1561
H 1.6323 -4.4121 1.7921
H 2.1892 -3.2593 0.5615
H 0.5503 -3.9496 0.4716
C -1.6934 0.7621 -3.6275
C -1.9021 -0.5503 -3.4540
C -1.0661 -1.6234 -4.0475
C 0.4483 -1.3069 -4.1134
C 1.0039 -0.5296 -2.9616
C 1.2217 0.7971 -3.0126
C 0.6571 1.7392 -4.0319
C -0.7497 1.3691 -4.6020
H -1.3818 -1.8377 -5.0830
H 0.6576 -0.8157 -5.0743
H -1.2168 -2.5546 -3.4834
H -0.6246 0.7651 -5.5215
H -2.4093 1.4720 -3.1931
H -2.8073 -0.8835 -2.9441
H -1.1873 2.3300 -4.9091
H 0.5969 2.7305 -3.5646
H 1.9793 1.2768 -2.4006
H 1.3282 1.8613 -4.9050
H 0.9590 -2.2814 -4.1280
H 1.4031 -1.1299 -2.1379
P -1.8468 1.0646 -0.2133
P 1.7266 1.8100 0.4567
C -0.7525 2.3023 -1.0886
C 0.5465 2.9037 -0.4700
H -1.4181 3.1327 -1.3845
H -0.4832 1.7529 -1.9953
H 1.1266 3.4221 -1.2494
H 0.2361 3.6639 0.2638
C 2.4750 2.9937 1.6172
H 3.1510 2.4729 2.3108
H 1.6882 3.4823 2.2040
H 3.0522 3.7603 1.0738
C 3.2238 1.1601 -0.3737
H 3.7644 1.9412 -0.9110
H 2.9598 0.3542 -1.0633
H 3.8740 0.7055 0.3853
C -3.5915 1.0859 -0.6767
H -4.0202 0.1445 -0.2975
H -3.7256 1.1414 -1.7625
H -4.0801 1.9355 -0.1800
C -1.3621 -0.6820 -0.6217
H -0.6928 -1.4179 -0.0684
H -0.9226 -0.6323 -1.6325
H -2.3127 -1.2283 -0.6578
F -0.8055 1.2856 2.3833
C -1.9388 1.5557 1.5357
F -3.0070 1.0225 2.2128
F -2.0230 2.9312 1.6123


74
Properties=species:S:1:pos:R:3 method="wB97M-V/def2-TZVPD" max_force_ha_per_bohr=0.0379 lumo_energy_ev=-8.0736 relative_energy_ev=0.405 charge=+2
Ti -0.1683 -0.0708 1.8844
C -0.7647 -1.9341 2.8770
C 0.6045 -2.0198 2.3912
C 0.5498 -0.5457 4.2067
C -0.7745 -1.0352 4.0063
C 1.4063 -1.1409 3.2203
C -1.9272 -2.7551 2.4420
H -1.7239 -3.2648 1.5008
H -2.8296 -2.1431 2.3156
H -2.1615 -3.5164 3.1992
C -1.9011 -0.8668 4.9614
H -2.8481 -1.1811 4.5105
H -2.0077 0.1731 5.2861
H -1.7504 -1.4691 5.8701
C 1.0130 0.2371 5.3792
H 1.0336 -0.3759 6.2908
H 0.3531 1.0885 5.5705
H 2.0190 0.6244 5.2126
C 2.8891 -1.0869 3.2762
H 3.2439 -1.6650 4.1435
H 3.2613 -0.0615 3.4029
H 3.3425 -1.5211 2.3812
C 1.1356 -2.9852 1.3935
H 1.5324 -3.8718 1.9075
H 1.9564 -2.5516 0.8141
H 0.3561 -3.3227 0.7022
C -1.9215 0.7701 -4.0557
C -1.8500 -0.5645 -4.1834
C -1.0396 -1.2407 -5.2522
C 0.3546 -0.6065 -5.5458
C 1.1085 -0.0707 -4.3588
C 1.0912 1.2039 -3.9531
C 0.1600 2.2516 -4.5003
C -1.2264 1.7370 -4.9747
H -1.6025 -1.2364 -6.2010
H 0.2375 0.1677 -6.3113
H -0.8876 -2.2989 -5.0000
H -1.1196 1.3160 -5.9789
H -2.6452 1.2244 -3.3726
H -2.5430 -1.2184 -3.6359
H -1.8779 2.6192 -5.0829
H 0.0027 3.0283 -3.7386
H 1.8633 1.5755 -3.2641
H 0.6411 2.7626 -5.3534
H 0.9711 -1.3974 -5.9992
H 1.8045 -0.7878 -3.9112
P -1.2091 0.0126 -0.3225
P 1.6390 1.2819 0.8550
C -0.2806 1.2862 -1.2870
C 0.8157 2.1017 -0.5823
H -1.0218 1.9736 -1.7161
H 0.1401 0.7335 -2.1348
H 1.6375 2.3269 -1.2761
H 0.4044 3.0573 -0.2311
C 2.3628 2.6072 1.8557
H 3.0376 2.1728 2.6053
H 1.5716 3.1661 2.3752
H 2.9270 3.2858 1.2027
C 3.0367 0.3597 0.1430
H 3.4847 0.9852 -0.6395
H 2.6809 -0.5834 -0.2951
H 3.7848 0.1409 0.9168
C -2.9592 0.4516 -0.3950
H -3.5223 -0.3263 0.1473
H -3.3361 0.5194 -1.4288
H -3.1225 1.4130 0.1208
C -0.9913 -1.5828 -1.1784
H 0.0386 -1.9458 -1.0653
H -1.2087 -1.4922 -2.2482
H -1.6783 -2.3232 -0.7439
F -0.5888 2.3194 3.6852
C -1.2018 1.7635 2.5634
F -2.5150 1.5112 2.9472
F -1.2870 2.8107 1.6534


82
Properties=species:S:1:pos:R:3 method="wB97M-V/def2-TZVPD" max_force_ha_per_bohr=0.1296 lumo_energy_ev=-6.0788 charge=+1
N 4.1021 -1.1504 3.3474
C 3.4160 -0.7251 4.6143
C 1.8099 -0.8653 4.3358
C 1.1890 0.4691 3.6856
C -0.1124 0.0459 2.8374
C -1.5118 0.2774 3.6016
C -2.7757 0.4635 2.6507
C -3.4277 1.8495 2.3356
S -2.6957 3.4126 3.0456
O -1.3995 3.6890 2.3470
O -2.5678 3.3702 4.5389
F -3.7353 4.7119 2.6943
C -4.6837 1.9824 1.4320
N -5.2675 0.8192 0.8898
N -4.6856 -0.3408 1.1470
P -5.5610 -1.7465 0.3856
O -6.2142 -2.7987 1.5951
O -4.6104 -2.5594 -0.7609
S -7.1342 -1.0896 -0.5912
C -3.5438 -0.7265 1.9203
C -2.9723 -2.2022 2.1416
C -2.0246 -2.7618 0.9665
C -1.3546 -1.6594 0.0160
C -0.8671 -2.4625 -1.3287
N 0.5495 -2.2075 -1.6802
C 1.3308 -3.2427 -2.3454
C 2.7765 -2.7109 -2.6559
C 2.8594 -1.2260 -2.1116
C 1.4024 -1.0442 -1.5362
H 3.8963 -2.1526 3.1574
H 3.6603 -0.6590 2.5425
H 3.6498 -1.5120 5.4223
H 3.7075 0.3414 4.9437
H 1.7051 -1.7911 3.6512
H 1.2180 -1.0686 5.3098
H 1.9394 0.9350 2.9413
H 0.9708 1.2120 4.5268
H -0.1588 0.5571 1.7971
H -0.0542 -1.0902 2.6090
H -1.7503 -0.6022 4.3195
H -1.3934 1.1973 4.2958
H -5.1836 2.9984 1.2162
H -5.8411 -2.5309 2.4718
H -4.6716 -2.1162 -1.6401
H -3.7975 -2.9996 2.3112
H -2.3462 -2.2300 3.1162
H -1.1538 -3.3249 1.4858
H -2.6071 -3.5749 0.3965
H -2.0584 -0.8439 -0.3639
H -0.3881 -1.2522 0.4902
H -1.1460 -3.5643 -1.2123
H -1.5006 -2.0696 -2.2192
H 1.0139 -4.2897 -2.6555
H 3.6295 -3.2396 -3.1930
H 3.6904 -0.4452 -2.1407
H 0.9387 -0.1249 -1.0510
C -2.5096 4.7784 -1.2085
C -3.2228 5.1250 -2.4962
C -2.8313 3.9687 -3.3941
O -2.6460 2.8275 -2.5431
C -2.6266 3.2673 -1.1812
H -2.9396 5.2554 -0.3255
H -1.4567 5.0702 -1.2768
H -4.3058 5.1215 -2.3331
H -2.9429 6.0967 -2.9061
H -1.8823 4.1643 -3.9036
H -3.5909 3.7462 -4.1467
H -3.5674 2.9500 -0.7138
H -1.7965 2.7912 -0.6523
C 7.0366 -1.6583 -4.6569
C 7.7845 -0.4753 -4.0850
C 6.6584 0.4974 -3.7926
O 5.4997 -0.2920 -3.4840
C 5.7648 -1.6520 -3.8337
H 7.5842 -2.5999 -4.5887
H 6.8008 -1.4749 -5.7104
H 8.2793 -0.7650 -3.1522
H 8.5390 -0.0646 -4.7580
H 6.4231 1.1100 -4.6691
H 6.8849 1.1610 -2.9548
H 5.8924 -2.2168 -2.9034
H 4.9114 -2.0632 -4.3767


87
Properties=species:S:1:pos:R:3 method="wB97M-V/def2-TZVPD" max_force_ha_per_bohr=0.1924 lumo_energy_ev=-6.1191 charge=+1
O -1.6526 1.5746 -3.6106
P -0.3684 1.5661 -2.6892
C -0.6967 1.1595 -0.8483
N 0.5268 0.6788 -0.0398
C 0.4974 0.3331 1.4332
O 1.7699 -0.0928 2.0834
C -0.8779 0.3919 2.3234
C -2.2557 0.8661 1.5413
C -3.7285 0.9326 2.3311
O -4.1510 2.0982 2.8795
O -4.5796 -0.3009 2.3718
C -2.1498 1.2797 -0.0758
C -3.4945 1.8028 -0.8823
C -3.0447 3.4510 -1.3941
C -4.2559 4.6483 -1.0567
O -3.9046 4.0568 -2.5504
H 0.4940 0.4970 -3.2111
H 0.4227 2.7692 -2.7301
H 1.4601 0.5830 -0.5420
H 1.6556 -1.0673 2.3694
H -0.9540 0.1307 3.4843
H -4.1473 -0.9118 1.6894
H -3.7244 1.2129 -1.8663
H -4.4274 1.9676 -0.1823
H -1.8430 3.7889 -1.2691
H -5.3033 4.3157 -0.6540
H -3.8184 5.7410 -1.0664
C 5.4202 0.6131 -7.1291
C 4.6628 -0.6755 -7.3971
O 3.4938 -0.7704 -6.5723
C 2.4485 0.0124 -6.9358
O 2.4196 0.7742 -7.8921
O 1.4508 -0.1704 -6.0375
C 0.3278 0.6820 -6.2431
H 5.6574 0.7058 -6.0641
H 6.3494 0.6417 -7.7047
H 4.8247 1.4909 -7.3986
H 5.3009 -1.5281 -7.1397
H 4.3967 -0.7800 -8.4553
H -0.0585 0.5934 -7.2637
H 0.6032 1.7181 -6.0226
H -0.4611 0.3788 -5.5493
C -0.3304 -2.7729 8.7271
C -1.7620 -2.7570 9.2333
O -2.5228 -1.7178 8.6032
C -2.8953 -1.9521 7.3211
O -2.6445 -2.9580 6.6722
O -3.5669 -0.8651 6.8704
C -3.9205 -0.9375 5.4921
H 0.1328 -1.7883 8.8513
H 0.2622 -3.5159 9.2676
H -0.2858 -3.0114 7.6599
H -1.7614 -2.5409 10.3074
H -2.2528 -3.7280 9.1002
H -4.4835 -1.8504 5.2723
H -3.0187 -0.8813 4.8744
H -4.5542 -0.0778 5.2577
C 0.8727 -0.6647 -10.6690
C 0.6352 -1.8493 -9.7491
O -0.7179 -2.3145 -9.8422
C -1.0254 -3.0191 -10.9588
O -0.2584 -3.2885 -11.8725
O -2.3390 -3.3466 -10.9038
C -2.8193 -3.9981 -12.0764
H 0.1474 0.1307 -10.4675
H 1.8827 -0.2681 -10.5350
H 0.7523 -0.9439 -11.7204
H 0.7903 -1.5354 -8.7109
H 1.3377 -2.6671 -9.9470
H -2.2172 -4.8803 -12.3173
H -2.8272 -3.2946 -12.9148
H -3.8461 -4.3236 -11.8884
C 5.5612 1.7313 10.2598
C 4.8038 0.4427 9.9918
O 3.6348 0.3477 10.8167
C 2.5895 1.1306 10.4532
O 2.5606 1.8924 9.4969
O 1.5917 0.9478 11.3515
C 0.4688 1.8002 11.1459
H 5.7984 1.8240 11.3249
H 6.4904 1.7599 9.6843
H 4.9657 2.6091 9.9904
H 5.4419 -0.4099 10.2493
H 4.5377 0.3382 8.9337
H 0.0825 1.7116 10.1253
H 0.7442 2.8363 11.3664
H -0.3201 1.4970 11.8397


86
Properties=species:S:1:pos:R:3 method="wB97M-V/def2-TZVPD" max_force_ha_per_bohr=0.0518 lumo_energy_ev=0.0869 relative_energy_ev=0.886
C -0.6025 2.2092 1.6476
C 0.1773 1.8349 0.3255
C -0.6363 0.7005 -0.4090
C -0.1962 -0.6551 0.2173
N -1.1548 -1.7717 -0.0115
B -0.9967 -2.8358 0.9823
O -2.0701 -3.2529 1.8475
B -1.5848 -3.1002 3.1821
O -0.2629 -3.4838 3.5633
B 0.6243 -3.1699 2.5014
C 2.0076 -2.3808 2.6357
O 0.2272 -3.5524 1.1709
H -1.3479 3.0034 1.4162
H -1.2011 1.3439 2.0128
H 0.1050 2.5402 2.4384
H 1.1816 1.4294 0.5992
H 0.3472 2.7167 -0.3215
H -1.7322 0.8271 -0.2620
H -0.4444 0.6763 -1.4975
H -0.1628 -0.4875 1.3305
H 0.8432 -0.9519 -0.0526
H -2.1090 -1.4184 0.0262
H -2.3578 -2.6162 3.9417
H 2.2792 -2.0813 3.6631
H 1.9269 -1.4863 1.9738
H 2.7891 -3.0241 2.1660
O -1.0587 4.6997 -2.6466
C -0.5528 3.8243 -3.2949
O -1.0228 2.5559 -3.3195
C -0.1363 1.7286 -4.0909
C 0.6172 2.6787 -4.9904
C 0.6927 3.9352 -4.1398
H 0.5270 1.1987 -3.4061
H -0.7181 0.9990 -4.6543
H 1.5795 2.2953 -5.3007
H 0.0292 2.8819 -5.8911
H 1.5623 3.9283 -3.4845
H 0.6772 4.8401 -4.7441
O 2.8482 2.0717 -3.6151
C 3.3227 1.3952 -2.7417
O 2.7179 0.2880 -2.2562
C 3.4739 -0.2291 -1.1463
C 4.8746 0.3152 -1.3329
C 4.6088 1.6572 -1.9994
H 3.0129 0.1213 -0.2171
H 3.4510 -1.3159 -1.1633
H 5.4354 0.3876 -0.4020
H 5.4357 -0.3301 -2.0132
H 4.4396 2.4501 -1.2673
H 5.4043 1.9365 -2.6865
O -2.5124 6.3386 3.0157
C -2.1807 6.5266 1.8801
O -2.6559 5.8115 0.8329
C -1.9778 6.2094 -0.3747
C -1.4464 7.5992 -0.0889
C -1.1631 7.5347 1.4034
H -1.1828 5.4950 -0.5775
H -2.6777 6.1991 -1.2067
H -0.5777 7.8592 -0.6932
H -2.2248 8.3419 -0.2824
H -0.1620 7.1525 1.6128
H -1.3127 8.4968 1.8882
O -8.5822 -4.6427 4.1526
C -7.4201 -4.3625 4.1394
O -6.9524 -3.0933 4.2626
C -5.5259 -3.0860 4.0972
C -5.0847 -4.4990 4.4102
C -6.2723 -5.3235 3.9444
H -5.2944 -2.7974 3.0682
H -5.0820 -2.3591 4.7764
H -4.1448 -4.7718 3.9306
H -4.9584 -4.6165 5.4894
H -6.2013 -5.5805 2.8858
H -6.4075 -6.2195 4.5455
O 6.0209 -3.4921 -1.5978
C 4.9345 -3.9871 -1.6745
O 3.7971 -3.2659 -1.8474
C 2.6560 -4.1424 -1.7877
C 3.1971 -5.5194 -2.1158
C 4.6082 -5.4545 -1.5527
H 2.2291 -4.0910 -0.7820
H 1.9060 -3.8133 -2.5054
H 2.5936 -6.3272 -1.7037
H 3.2411 -5.6520 -3.1995
H 4.6407 -5.7375 -0.4987
H 5.3052 -6.0567 -2.1305


Per-record E, a.u.: -4076.88577; -2721.02854; -2809.59323; -2885.82063; -2652.88019; -2086.76625